Record 1
DFT (ωB97M-V with the def2-TZVPD basis set) results for a structure of composition C9H26HgN2O7.

- Total energy: -1147.65048 Ha
- Energy relative to the best compared isomer or geometry (same formula, charge and spin): 114.0 kcal/mol
- 2S+1: 1

Element x y z (Å)
1 O 1.710910 -3.230762 -3.388806
2 H 0.865081 -3.291829 -2.902542
3 Hg -0.098136 -0.246963 -0.017131
4 N -0.702569 1.665519 -0.620767
5 N -1.761434 0.222758 1.403060
6 O -0.016097 2.321004 -1.658896
7 O -2.295755 -0.680465 2.368599
8 C -1.790672 2.134590 -0.036607
9 C -2.377339 1.343539 1.056165
10 C -2.330126 3.415829 -0.456647
11 C -3.573099 1.762859 1.771069
12 H -1.994480 3.707540 -1.447106
13 H -2.031124 4.172354 0.262164
14 H -3.405261 3.328932 -0.451951
15 H -3.685108 1.267043 2.730349
16 H -4.436174 1.548449 1.150111
17 H -3.504627 2.828501 1.921184
18 H 0.500773 1.626419 -2.145956
19 H -1.698472 -1.476710 2.342502
20 O 0.982458 1.177322 1.943090
21 H 1.284811 1.216791 1.004120
22 H 0.125314 0.716394 2.028876
23 C -1.229382 -1.611563 -0.980799
24 H -1.101777 -2.107043 -1.936307
25 H -1.866517 -0.706073 -1.043297
26 H -1.389336 -2.204411 -0.079458
27 O 1.226349 0.406997 -4.314894
28 H 1.595855 -0.587139 -4.420242
29 H 0.526033 0.276897 -3.651849
30 C 2.882127 0.574885 -0.791380
31 O 1.832511 -0.380835 -1.067358
32 C 2.100875 -1.816059 -0.700336
33 C 2.119052 -2.123332 0.778023
34 O 0.826145 -1.923186 1.447063
35 C 0.941979 -1.677206 2.863776
36 H 2.459083 1.581909 -0.938090
37 H 3.557180 0.291462 -1.598343
38 H 3.305784 0.432387 0.215476
39 H 1.325392 -2.364492 -1.232849
40 H 3.099999 -1.934926 -1.128433
41 H 2.852920 -1.516096 1.318994
42 H 2.239084 -3.202427 0.904912
43 H 1.162452 -2.690293 3.210311
44 H 1.764747 -0.966608 3.011491
45 H 0.000569 -1.281961 3.278707

Forces on the atoms, in the same order (eV/Å):
-0.488 0.608 0.573
0.351 -0.119 -0.509
1.588 -1.588 -0.870
-0.878 1.719 0.450
-0.592 1.114 0.879
-1.245 0.037 0.593
0.081 1.052 -0.943
3.273 -0.400 -2.067
1.178 -3.389 1.642
-0.833 0.600 -0.031
-0.777 0.424 -0.045
0.120 -0.103 0.025
-0.055 0.313 0.082
-0.483 0.388 -0.062
0.091 -0.107 -0.079
-0.425 0.087 0.024
-0.280 0.442 0.151
-0.540 0.423 0.709
-0.621 1.208 -0.392
0.750 0.357 0.069
-0.514 0.162 1.261
0.556 0.608 -0.210
-1.572 -0.438 -0.545
0.268 -0.056 0.251
-1.407 -1.536 -0.674
-0.846 -0.596 -0.695
0.842 -2.840 0.211
-1.197 2.762 0.577
0.255 -0.386 -0.556
-0.160 -1.339 -0.788
0.466 -0.242 1.156
0.537 1.321 -0.631
-0.868 -0.101 0.881
-0.039 1.095 -0.217
0.771 -0.965 -1.000
0.307 -0.360 0.097
0.849 0.850 0.326
-0.007 0.212 -0.360
0.590 -0.077 -0.318
-0.278 -0.923 0.026
0.140 -0.319 -0.001
0.913 0.128 -0.243
0.049 0.400 1.048
-0.297 -0.217 0.441
0.428 -0.209 -0.239


Record 2
DFT (ωB97M-V with the def2-TZVPD basis set) results for a structure of composition C9H26O12P2S2.

- Total energy: -2740.47655 Ha
- 2S+1: 1

Element x y z (Å)
1 C 3.405348 -4.056754 -5.211335
2 C 2.669396 -5.328754 -4.800664
3 O 1.338622 -4.973335 -4.417255
4 C 0.310699 -5.698505 -5.004830
5 O -0.583989 -4.830402 -5.718356
6 S -0.863566 -3.415124 -4.960645
7 O -0.793377 -2.435004 -6.005445
8 O -2.476271 -3.659923 -4.680668
9 S -2.989375 -3.239857 -3.127785
10 H 2.726269 -3.439621 -5.796108
11 H 4.275776 -4.290206 -5.821768
12 H 3.723543 -3.496932 -4.334926
13 H 3.142993 -5.784738 -3.932220
14 H 2.696065 -6.012883 -5.649654
15 H 0.661411 -6.442871 -5.715383
16 H -0.261893 -6.192564 -4.216238
17 H -1.899628 -2.756705 -2.499476
18 C -4.269313 0.816771 2.801703
19 O -2.996218 0.541295 2.183201
20 P -2.998932 -0.381783 0.857454
21 O -3.241266 -1.766483 1.268109
22 O -1.434883 -0.109995 0.530696
23 C -0.837975 1.177804 0.746630
24 O -3.509163 -0.298791 -0.664917
25 C -3.422927 0.969101 -1.349803
26 H -4.077718 1.428123 3.678764
27 H -4.920788 1.369649 2.124903
28 H -4.751062 -0.113073 3.103916
29 H -0.308607 1.180861 1.693174
30 H -1.577226 1.976532 0.755535
31 H -0.129900 1.364283 -0.059385
32 H -2.416009 1.104990 -1.744416
33 H -3.673150 1.804062 -0.694457
34 H -4.129029 0.948780 -2.174788
35 C 3.663723 4.851800 2.594979
36 O 2.679735 4.946435 3.645696
37 P 1.247363 4.247434 3.384120
38 O 0.504132 5.074338 2.432394
39 O 0.739701 4.462443 4.908926
40 C 1.623212 4.329735 6.026819
41 O 0.641254 2.765642 3.212119
42 C 1.205861 1.701991 4.009875
43 H 4.547520 5.386887 2.929725
44 H 3.933244 3.812780 2.404397
45 H 3.285381 5.310564 1.681798
46 H 1.958328 5.315117 6.347940
47 H 2.494402 3.717907 5.795548
48 H 1.069176 3.859287 6.837528
49 H 0.745031 1.701200 4.997531
50 H 2.287355 1.799258 4.111771
51 H 0.986727 0.759236 3.515271

Forces on the atoms, in the same order (eV/Å):
-0.123 -0.160 0.188
0.379 0.819 -0.097
0.159 -0.519 -0.388
-0.496 -0.013 0.704
0.226 0.101 -0.062
-0.012 0.007 0.092
-0.017 0.139 -0.193
0.623 0.038 0.110
-0.943 -0.068 0.426
0.038 0.065 -0.082
0.095 -0.015 0.050
0.012 0.120 -0.015
0.088 -0.217 -0.091
-0.345 -0.230 0.107
0.016 0.101 -0.195
-0.052 -0.037 0.001
0.329 -0.077 -0.486
-0.055 -0.072 0.218
-1.835 1.160 -1.415
4.063 -3.224 0.260
-0.743 0.081 -0.027
-0.254 0.500 0.073
0.076 -0.198 -0.087
-1.480 1.863 0.991
0.118 -0.080 -0.219
0.094 -0.001 -0.023
-0.005 0.014 0.008
0.037 -0.026 -0.049
-0.046 0.058 0.043
0.062 0.057 0.048
-0.007 -0.086 -0.034
0.016 -0.017 0.054
-0.013 0.007 0.002
-0.027 -0.089 0.025
0.075 0.193 -0.119
0.759 -2.393 -0.774
-3.748 3.175 1.868
0.328 -0.359 -0.630
0.543 -0.263 -0.033
-0.180 0.124 0.045
2.563 -0.546 -0.417
-0.225 -0.060 0.109
-0.047 0.024 0.078
0.015 -0.002 0.001
-0.058 -0.011 0.026
0.054 -0.002 -0.016
0.021 0.021 0.030
-0.062 0.016 -0.026
0.006 0.056 -0.004
0.012 -0.015 -0.015
-0.032 0.040 -0.062


Record 3
DFT (ωB97M-V with the def2-TZVPD basis set) results for a structure of composition C9H27As3F18N7O5Tl.

- Total energy: -9796.29000 Ha
- Energy relative to the best compared isomer or geometry (same formula, charge and spin): 6.3 kcal/mol
- 2S+1: 1

Element x y z (Å)
1 Tl -0.465854 0.426858 -0.105093
2 As -4.831472 -0.138154 -1.866144
3 F -4.467601 1.028588 -3.127352
4 F -6.452851 -0.486869 -2.462787
5 F -5.069382 -1.285556 -0.566174
6 F -3.174871 0.273322 -1.164761
7 F -5.464603 1.109864 -0.837628
8 F -4.019544 -1.377039 -2.870395
9 As 2.946497 -0.997839 -2.848067
10 F 3.640360 0.476085 -2.148829
11 F 2.316166 0.002601 -4.158989
12 F 2.073214 -2.324238 -3.603201
13 F 3.525205 -1.923121 -1.510424
14 F 1.491077 -0.670836 -1.866160
15 F 4.411716 -1.324962 -3.768425
16 As -0.235032 0.507151 4.474549
17 F 1.072289 -0.680534 4.182988
18 F 0.997899 1.799282 4.217123
19 F -1.528777 1.661975 4.641615
20 F -1.382760 -0.802815 4.704007
21 F 0.144447 0.460372 6.191194
22 F -0.472106 0.470566 2.701860
23 C -0.663101 3.507385 1.909757
24 O 0.348426 2.792781 1.198321
25 C 1.651728 3.294449 1.413667
26 C 2.683324 2.494363 0.595775
27 N 2.297367 1.076702 0.405593
28 C 2.440029 0.357554 1.647923
29 C 2.399329 -1.140191 1.478934
30 O 1.094247 -1.534908 1.075004
31 C 1.052126 -2.902822 0.778968
32 H -0.555331 3.309310 2.975367
33 H -1.646120 3.225469 1.536248
34 H -0.574625 4.577529 1.705437
35 H 1.934994 3.189337 2.462341
36 H 1.753796 4.316551 1.047998
37 H 3.659419 2.714867 1.029453
38 H 2.631674 2.955841 -0.389410
39 H 2.933091 0.667636 -0.280668
40 H 1.718465 0.664902 2.406889
41 H 3.414401 0.590325 2.097277
42 H 2.531203 -1.540030 2.484717
43 H 3.181997 -1.386682 0.759138
44 H 0.160225 -3.390876 1.178808
45 H 1.823800 -3.553107 1.202505
46 H 1.096561 -3.070909 -0.298661
47 C -1.072542 -2.973960 -2.256161
48 O -1.017610 -2.089938 -1.387824
49 N -0.709329 -4.255332 -2.080403
50 N -1.656987 -2.718721 -3.430681
51 H -0.595357 -4.597220 -1.143597
52 H -0.616580 -4.786124 -2.925568
53 H -2.238467 -1.890630 -3.430420
54 H -1.700335 -3.440787 -4.124307
55 C 1.324593 3.317212 -2.544996
56 O 0.785946 2.507475 -1.787306
57 N 1.860176 2.936094 -3.728806
58 N 1.435601 4.625460 -2.304713
59 H 1.924441 1.932121 -3.823158
60 H 2.517504 3.504882 -4.231272
61 H 2.004516 5.140330 -2.951183
62 H 0.983025 5.071758 -1.527732
63 C -2.779255 -2.195760 1.745628
64 O -1.714746 -1.593860 1.487657
65 N -3.408015 -2.989016 0.890905
66 N -3.367358 -2.088299 2.945952
67 H -4.276600 -3.421775 1.147234
68 H -3.041477 -3.183677 -0.025191
69 H -2.898203 -1.576374 3.680257
70 H -4.163978 -2.654033 3.175400

Forces on the atoms, in the same order (eV/Å):
1.424 -1.450 0.359
-0.143 0.629 -0.153
-0.403 -0.736 0.639
1.487 0.098 0.061
0.347 0.192 -0.664
0.020 -0.315 0.004
0.215 -0.238 -0.346
-0.788 0.634 0.805
-0.262 -0.045 -1.695
-0.039 -0.441 0.038
0.239 -0.052 0.644
0.723 0.371 0.805
0.033 -0.094 -0.112
0.128 0.160 -0.142
-1.115 0.278 0.825
1.449 -0.547 0.910
-0.888 0.695 0.185
-1.162 -0.755 0.129
0.818 -0.406 -0.149
0.345 0.473 -0.354
-0.431 0.337 -1.289
-0.279 0.336 0.264
0.130 0.366 0.087
-0.166 -0.007 -0.399
0.061 -1.000 0.201
-2.061 0.697 -1.726
0.978 0.701 1.452
-0.279 -0.455 0.782
-0.354 0.790 0.289
0.303 0.415 0.131
-0.546 -1.877 -0.830
-0.211 0.058 0.001
0.107 -0.381 0.082
0.163 0.061 0.087
-0.412 0.315 0.219
-0.214 0.240 0.313
0.160 -0.825 0.122
0.417 -0.372 -0.090
-0.689 -0.131 -0.906
-0.018 0.269 -0.337
0.168 0.062 -0.140
0.432 -0.304 -0.142
-0.160 -0.707 0.003
-0.434 0.702 -0.123
0.652 0.890 0.293
-0.042 0.171 0.005
-1.038 1.010 -0.466
0.204 0.030 1.226
0.421 0.011 0.400
0.415 0.422 -0.227
0.453 -0.250 -0.270
0.066 -0.679 0.455
0.021 -0.095 -0.517
-0.417 0.253 -0.215
-0.063 -0.939 -0.799
-0.487 -0.145 0.535
-0.121 -0.714 0.195
0.259 1.010 0.385
0.223 -0.116 -0.329
-0.035 -0.032 -0.023
-0.228 0.498 0.240
0.030 -0.064 -0.071
-0.493 0.291 0.058
0.822 0.757 -0.311
-0.015 -1.013 -0.780
0.204 0.341 0.557
-0.075 0.098 -0.177
0.029 0.451 -0.022
0.069 0.076 -0.076
0.054 -0.001 0.091


Record 4
DFT (ωB97M-V with the def2-TZVPD basis set) results for a cluster of 9 separate species, C9H27N9O18 in total.

- Total energy: -2205.33394 Ha
- Energy relative to the best compared isomer or geometry (same formula, charge and spin): 27.5 kcal/mol
- 2S+1: 2
- Charge: -1

Element x y z (Å)
1 C -20.234760 18.435340 -10.233330
2 N -21.245490 18.308890 -9.092270
3 O -21.192580 19.105740 -8.125970
4 O -21.998970 17.394310 -9.058740
5 H -19.344200 18.504740 -9.608680
6 H -20.375030 19.234850 -10.960790
7 H -20.330730 17.446120 -10.680910
8 C -25.238110 22.843150 -7.591490
9 N -24.952110 24.322760 -7.733510
10 O -24.438660 24.684230 -8.734040
11 O -25.469060 25.163220 -6.952420
12 H -25.409180 22.597500 -6.543400
13 H -24.389570 22.351110 -8.066860
14 H -26.068520 22.491190 -8.203570
15 C -21.785240 20.578090 -15.774760
16 N -21.342060 19.508720 -14.898320
17 O -20.798580 18.574500 -15.473910
18 O -21.570200 19.533440 -13.713590
19 H -21.240290 21.494520 -15.548290
20 H -22.871480 20.606550 -15.688860
21 H -21.438440 20.382020 -16.789350
22 C -28.911970 20.417200 -9.297770
23 N -29.641160 21.487830 -8.557800
24 O -29.246080 21.718450 -7.403650
25 O -30.623110 22.058320 -9.029350
26 H -29.239510 20.651420 -10.310670
27 H -29.188640 19.478100 -8.818570
28 H -27.866080 20.682850 -9.144020
29 C -24.061720 19.478940 -11.371030
30 N -25.084110 20.048710 -10.434200
31 O -25.854260 20.795840 -10.983570
32 O -24.973690 19.969600 -9.226260
33 H -23.878590 20.048840 -12.281950
34 H -24.490960 18.507040 -11.614470
35 H -23.106320 19.360660 -10.859830
36 C -27.685770 17.099890 -12.510300
37 N -26.351490 16.433710 -12.129640
38 O -25.550180 16.326250 -13.095810
39 O -26.107150 16.072580 -11.000540
40 H -27.898280 16.488900 -13.387590
41 H -27.618680 18.181020 -12.631760
42 H -28.380550 16.736760 -11.752990
43 C -26.875200 20.386670 -14.117020
44 N -27.799780 19.618660 -14.899440
45 O -27.674120 18.402170 -15.028580
46 O -28.736110 20.142020 -15.550100
47 H -27.185290 20.388730 -13.072060
48 H -26.698270 21.415700 -14.429900
49 H -25.997410 19.774180 -14.323000
50 C -22.786320 23.712040 -13.293560
51 N -24.138560 23.212250 -13.002830
52 O -24.346670 22.018980 -13.196770
53 O -25.026880 23.978200 -12.689190
54 H -22.138740 22.842250 -13.404000
55 H -22.450920 24.483040 -12.599900
56 H -22.861270 24.171530 -14.279130
57 C -22.112780 15.430530 -11.712190
58 N -21.086230 15.454600 -12.790180
59 O -19.925230 15.158610 -12.463160
60 O -21.418280 15.751520 -13.900670
61 H -22.960680 16.024420 -12.053470
62 H -21.704090 15.779740 -10.763970
63 H -22.381770 14.374450 -11.691380

Forces on the atoms, in the same order (eV/Å):
-0.331 -1.211 1.290
0.298 3.011 2.369
0.672 -0.577 -2.133
-1.004 -1.826 -0.980
0.356 0.250 -0.759
-0.328 0.101 0.539
0.430 0.316 -0.333
0.783 -0.141 0.159
-3.379 1.493 1.228
1.723 -0.147 -1.685
0.843 -2.127 -0.057
0.203 0.099 -0.219
0.136 -0.038 0.527
-0.272 0.860 0.023
0.118 1.051 -0.886
0.712 -1.719 -0.766
0.107 0.127 0.436
-0.088 0.459 0.430
-0.638 0.130 0.750
0.163 0.583 0.078
-0.394 -0.593 0.158
-0.250 1.654 -0.139
-0.994 1.099 2.605
-0.173 -0.381 -1.473
1.220 -0.945 -0.229
0.251 -1.012 -0.142
0.021 0.050 -0.459
0.029 -0.459 -0.201
0.153 -1.285 0.504
1.918 1.497 -1.249
-1.935 0.385 -0.537
0.241 -0.841 0.908
-0.714 0.652 0.307
0.398 -0.215 -0.178
-0.324 -0.141 0.290
0.287 -2.418 0.749
1.584 0.874 -1.971
-1.434 0.096 2.059
-0.421 0.166 -0.334
-0.237 0.998 -0.397
0.261 -0.535 -0.001
0.033 0.623 0.247
1.455 -0.099 0.307
-4.312 -0.802 -3.836
1.120 0.548 1.024
1.621 0.583 1.645
0.213 -0.131 -0.025
-0.416 -0.189 -0.222
0.511 0.507 0.911
-0.821 -0.248 -0.552
3.496 1.168 0.329
-0.401 -4.464 -1.167
-2.581 2.979 0.866
0.136 0.183 0.419
-0.059 -0.265 0.214
0.182 0.331 -0.382
-0.300 -0.214 -0.425
1.697 0.166 0.895
-1.123 0.201 -0.155
-0.338 -0.003 -0.555
0.094 -0.104 0.090
0.002 -0.214 -0.299
-0.196 0.101 0.388